No. 1
{
  "formula": "C15H40O5",
  "method": "ωB97M-V/def2-TZVPD",
  "symbols": ["C", "C", "C", "O", "H", "H", "H", "H", "H", "H", "H", "H", "C", "C", "C", "O", "H", "H", "H", "H", "H", "H", "H", "H", "C", "C", "C", "O", "H", "H", "H", "H", "H", "H", "H", "H", "C", "C", "C", "O", "H", "H", "H", "H", "H", "H", "H", "H", "C", "C", "C", "O", "H", "H", "H", "H", "H", "H", "H", "H"],
  "positions_angstrom": [[-1.419, 8.152, -29.480], [-2.680, 8.484, -30.244], [-3.922, 8.150, -29.443], [-2.654, 9.912, -30.487], [-1.418, 8.664, -28.516], [-0.530, 8.483, -30.015], [-1.341, 7.080, -29.283], [-2.667, 7.989, -31.219], [-3.965, 7.096, -29.173], [-4.832, 8.444, -29.970], [-3.913, 8.756, -28.533], [-2.887, 10.076, -31.403], [1.796, 8.817, -25.645], [2.049, 7.456, -26.238], [1.111, 7.092, -27.365], [3.389, 7.356, -26.746], [2.035, 9.611, -26.362], [2.377, 8.985, -24.740], [0.729, 8.972, -25.451], [1.949, 6.688, -25.455], [1.296, 6.067, -27.694], [1.255, 7.706, -28.253], [0.096, 7.159, -26.972], [3.985, 7.846, -26.166], [7.169, 10.420, -24.795], [5.751, 10.450, -25.343], [5.736, 10.750, -26.832], [5.158, 9.152, -25.217], [7.762, 11.261, -25.150], [7.655, 9.502, -25.124], [7.139, 10.441, -23.702], [5.153, 11.191, -24.806], [5.985, 11.799, -27.009], [4.767, 10.509, -27.266], [6.493, 10.156, -27.348], [5.319, 8.767, -24.351], [-1.543, 13.720, -25.649], [-0.871, 12.348, -25.674], [0.296, 12.282, -24.713], [-1.833, 11.321, -25.390], [-1.611, 14.072, -24.617], [-2.548, 13.648, -26.066], [-1.014, 14.456, -26.255], [-0.549, 12.163, -26.699], [1.179, 12.740, -25.171], [0.628, 11.253, -24.536], [0.114, 12.684, -23.716], [-2.262, 11.538, -24.556], [2.385, 3.573, -22.016], [2.004, 2.742, -23.218], [2.708, 3.218, -24.478], [2.452, 1.370, -23.013], [1.991, 4.590, -22.116], [3.466, 3.609, -21.902], [1.948, 3.181, -21.094], [0.929, 2.718, -23.415], [2.413, 2.629, -25.343], [3.791, 3.164, -24.350], [2.478, 4.271, -24.658], [1.901, 1.019, -22.309]],
  "lowdin_charge": [-0.080, -0.488, -0.064, -0.062, 0.080, 0.079, 0.082, 0.134, 0.078, 0.076, 0.084, 0.080, -0.068, -0.499, -0.065, -0.059, 0.089, 0.073, 0.076, 0.121, 0.082, 0.079, 0.077, 0.037, -0.059, -0.478, -0.051, -0.080, 0.081, 0.087, 0.078, 0.134, 0.082, 0.078, 0.087, 0.100, -0.062, -0.486, -0.065, -0.060, 0.075, 0.079, 0.079, 0.135, 0.084, 0.057, 0.078, 0.084, -0.069, -0.484, -0.058, -0.067, 0.080, 0.083, 0.076, 0.133, 0.080, 0.085, 0.067, 0.076],
  "smiles": "CC(C)O.CC(C)O.CC(C)O.CC(C)O.CC(C)O",
  "fmax_ev_per_a": 1.3,
  "gap_ev": 10.20,
  "de_lowest_ev": 0.995
}

No. 2
{
  "formula": "C15H40O5Ti",
  "method": "ωB97M-V/def2-TZVPD",
  "symbols": ["Ti", "C", "C", "C", "O", "H", "H", "H", "H", "H", "H", "H", "H", "C", "C", "C", "O", "H", "H", "H", "H", "H", "H", "H", "H", "C", "C", "C", "O", "H", "H", "H", "H", "H", "H", "H", "H", "C", "C", "C", "O", "H", "H", "H", "H", "H", "H", "H", "H", "C", "C", "C", "O", "H", "H", "H", "H", "H", "H", "H", "H"],
  "positions_angstrom": [[-3.012, 21.481, -21.012], [-0.008, 23.873, -21.130], [-0.887, 24.132, -22.359], [-0.076, 24.482, -23.586], [-1.688, 22.960, -22.620], [-0.474, 24.279, -20.226], [0.907, 24.470, -21.182], [0.203, 22.814, -21.019], [-1.586, 24.935, -22.115], [0.619, 23.665, -23.814], [0.551, 25.352, -23.393], [-0.704, 24.666, -24.457], [-1.379, 22.540, -23.429], [-2.135, 21.568, -16.786], [-1.408, 21.984, -18.057], [0.098, 22.119, -17.834], [-1.701, 21.037, -19.108], [-1.969, 20.501, -16.603], [-3.213, 21.664, -16.939], [-1.832, 22.141, -15.914], [-1.804, 22.949, -18.377], [0.666, 22.050, -18.760], [0.460, 21.340, -17.155], [0.310, 23.065, -17.336], [-1.214, 20.232, -18.903], [-5.117, 18.754, -17.884], [-4.678, 18.562, -19.335], [-5.530, 17.551, -20.092], [-4.654, 19.835, -20.012], [-6.093, 19.242, -17.832], [-4.394, 19.372, -17.353], [-5.177, 17.788, -17.384], [-3.646, 18.208, -19.301], [-5.725, 16.692, -19.451], [-5.044, 17.233, -21.011], [-6.518, 17.966, -20.321], [-5.562, 20.091, -20.206], [-4.811, 24.799, -22.099], [-4.337, 24.388, -20.717], [-4.947, 25.252, -19.620], [-4.718, 23.007, -20.488], [-4.299, 24.204, -22.858], [-4.603, 25.844, -22.329], [-5.893, 24.663, -22.161], [-3.249, 24.406, -20.649], [-4.516, 24.970, -18.658], [-6.016, 25.031, -19.541], [-4.822, 26.312, -19.820], [-5.671, 22.929, -20.617], [-5.696, 19.655, -24.110], [-4.346, 19.497, -23.432], [-3.400, 18.587, -24.208], [-3.727, 20.796, -23.248], [-6.126, 20.639, -23.918], [-6.422, 18.886, -23.849], [-5.575, 19.598, -25.198], [-4.450, 19.068, -22.437], [-3.030, 19.047, -25.125], [-3.839, 17.608, -24.403], [-2.544, 18.345, -23.566], [-3.252, 20.999, -24.060]],
  "lowdin_charge": [0.749, -0.040, -0.456, -0.045, -0.126, 0.074, 0.087, 0.076, 0.127, 0.097, 0.091, 0.088, 0.089, -0.043, -0.464, -0.042, -0.143, 0.088, 0.079, 0.090, 0.124, 0.070, 0.089, 0.092, 0.109, -0.037, -0.458, -0.039, -0.126, 0.090, 0.064, 0.087, 0.138, 0.087, 0.075, 0.091, 0.096, -0.038, -0.467, -0.035, -0.143, 0.077, 0.091, 0.092, 0.110, 0.082, 0.089, 0.089, 0.105, -0.038, -0.462, -0.044, -0.137, 0.079, 0.084, 0.086, 0.100, 0.088, 0.092, 0.081, 0.091],
  "total_charge": 1,
  "s2": 3.75,
  "spin_multiplicity": 4,
  "fmax_ev_per_a": 1.0,
  "gap_ev": [5.24, 11.09],
  "de_lowest_ev": 0.000
}

No. 3
{
  "formula": "C15H41Br2N9O19",
  "method": "ωB97M-V/def2-TZVPD",
  "symbols": ["C", "N", "O", "O", "H", "H", "H", "C", "N", "O", "O", "H", "H", "H", "C", "N", "O", "O", "H", "H", "H", "C", "N", "O", "O", "H", "H", "H", "C", "N", "O", "O", "H", "H", "H", "C", "N", "O", "O", "H", "H", "H", "C", "N", "O", "O", "H", "H", "H", "C", "N", "O", "O", "H", "H", "H", "C", "N", "O", "O", "H", "H", "H", "Br", "C", "C", "Br", "H", "H", "H", "H", "C", "C", "O", "C", "C", "H", "H", "H", "H", "H", "H", "H", "H", "H", "H"],
  "positions_angstrom": [[4.422, 2.480, 0.680], [3.807, 1.917, 1.914], [2.613, 1.693, 1.907], [4.546, 1.706, 2.850], [5.358, 1.952, 0.526], [4.623, 3.532, 0.857], [3.740, 2.325, -0.146], [2.795, -1.602, 3.784], [2.936, -2.545, 2.628], [3.871, -3.319, 2.647], [2.103, -2.481, 1.749], [2.114, -0.815, 3.475], [3.777, -1.205, 4.003], [2.333, -2.167, 4.587], [-2.144, 0.415, 5.582], [-1.239, 1.562, 5.359], [-0.400, 1.450, 4.479], [-1.381, 2.532, 6.064], [-2.532, 0.064, 4.635], [-2.951, 0.752, 6.224], [-1.583, -0.374, 6.074], [-0.177, -1.643, -4.385], [-0.220, -2.427, -3.131], [0.181, -3.564, -3.199], [-0.627, -1.882, -2.120], [-0.426, -2.324, -5.191], [0.862, -1.341, -4.510], [-0.832, -0.789, -4.296], [-3.151, 4.039, 0.469], [-3.873, 2.745, 0.403], [-3.617, 2.004, -0.514], [-4.708, 2.516, 1.260], [-2.168, 3.905, 0.045], [-3.188, 4.382, 1.496], [-3.740, 4.726, -0.140], [-6.464, 0.531, 2.524], [-5.135, -0.100, 2.319], [-5.017, -0.873, 1.403], [-4.248, 0.188, 3.105], [-6.991, 0.485, 1.582], [-6.314, 1.524, 2.921], [-6.946, -0.089, 3.280], [-0.450, 2.159, -3.640], [-1.549, 3.147, -3.744], [-1.814, 3.792, -2.744], [-2.116, 3.245, -4.804], [-0.922, 1.192, -3.452], [0.142, 2.400, -2.774], [0.106, 2.066, -4.564], [1.259, 4.828, -0.773], [2.639, 5.381, -0.761], [3.184, 5.467, 0.322], [3.137, 5.689, -1.821], [0.820, 4.986, -1.750], [0.703, 5.396, -0.031], [1.315, 3.784, -0.478], [-2.541, -4.791, -0.516], [-3.071, -5.357, 0.747], [-3.053, -4.647, 1.727], [-3.475, -6.502, 0.708], [-2.452, -3.720, -0.396], [-3.218, -5.093, -1.306], [-1.544, -5.192, -0.684], [-1.159, -1.876, 2.872], [-1.329, -0.693, 1.338], [-0.123, 0.178, 1.305], [-0.262, 1.526, -0.114], [-2.247, -0.134, 1.529], [-1.566, -1.271, 0.448], [0.820, -0.332, 1.132], [-0.002, 0.716, 2.243], [2.969, -0.896, -1.002], [3.521, -2.107, -1.718], [3.084, -2.123, -3.066], [3.365, -3.362, -3.675], [3.115, -3.265, -5.159], [3.413, -0.886, -0.003], [3.243, 0.052, -1.466], [1.891, -0.997, -0.895], [4.619, -2.083, -1.701], [3.183, -2.997, -1.178], [4.417, -3.652, -3.526], [2.755, -4.150, -3.211], [3.243, -4.242, -5.627], [3.840, -2.583, -5.605], [2.101, -2.937, -5.385]],
  "lowdin_charge": [0.049, -0.432, 0.042, 0.071, 0.102, 0.088, 0.083, 0.057, -0.436, 0.065, 0.022, 0.074, 0.096, 0.102, 0.021, -0.439, 0.039, 0.076, 0.028, 0.098, 0.101, 0.048, -0.431, 0.072, 0.051, 0.104, 0.093, 0.075, 0.045, -0.428, 0.052, 0.045, 0.047, 0.099, 0.110, 0.038, -0.445, 0.085, 0.023, 0.098, 0.085, 0.105, 0.023, -0.438, 0.039, 0.084, 0.082, 0.033, 0.103, 0.029, -0.447, 0.049, 0.076, 0.089, 0.105, 0.024, 0.044, -0.455, 0.042, 0.058, 0.080, 0.099, 0.105, 0.726, -0.647, -0.664, 0.757, 0.028, 0.051, 0.019, 0.025, -0.073, -0.274, -0.166, -0.305, -0.068, 0.068, 0.073, 0.056, 0.124, 0.124, 0.122, 0.114, 0.082, 0.081, 0.048],
  "smiles": "C[N+](=O)[O-].C[N+](=O)[O-].C[N+](=O)[O-].C[N+](=O)[O-].C[N+](=O)[O-].C[N+](=O)[O-].C[N+](=O)[O-].C[N+](=O)[O-].C[N+](=O)[O-].BrCCBr.CCOCC",
  "fmax_ev_per_a": 1.2,
  "gap_ev": 9.81
}